(1)
Density functional theory data (ωB97M-V/def2-TZVPD) for C31H32N4O7PdS2 as an isolated structure in a non-equilibrium geometry.

CARTESIAN COORDINATES (ANGSTROEM)
Pd 0.123 -1.277 0.955
O 5.028 3.344 -1.748
C 5.104 2.499 -0.612
C 3.877 1.644 -0.432
C 3.970 0.249 -0.266
C 2.795 -0.465 -0.138
N 1.578 0.067 -0.201
C 1.455 1.423 -0.343
C 2.632 2.216 -0.443
C -1.035 1.344 -0.261
C -2.304 2.095 -0.172
C -3.411 1.763 -0.863
C -4.641 2.655 -0.866
O -4.941 3.351 0.324
C -3.535 0.591 -1.692
C -2.886 -0.590 -1.486
N -2.077 -0.851 -0.441
H 4.093 3.479 -1.936
H 5.253 3.127 0.285
H 5.995 1.877 -0.737
H 4.932 -0.245 -0.257
H 2.830 -1.547 -0.015
H 2.517 3.291 -0.530
H -2.324 2.927 0.530
H -5.526 2.048 -1.077
H -4.540 3.382 -1.693
H -4.110 3.640 0.720
H -4.339 0.612 -2.421
H -3.150 -1.450 -2.096
C 0.963 -1.825 3.643
N 0.782 -3.258 3.611
C 1.533 -4.073 4.526
C -0.140 -3.795 2.783
O -0.902 -3.159 2.086
H 0.255 -1.339 4.323
H 0.770 -1.408 2.590
H 1.981 -1.574 3.944
H 1.095 -4.038 5.533
H 2.565 -3.724 4.587
H 1.532 -5.105 4.174
H -0.153 -4.897 2.802
C -3.201 6.983 -1.148
C -2.321 8.165 -1.424
O -2.721 9.307 -1.498
S -0.575 7.884 -1.681
C -0.302 6.154 -1.300
C -0.007 5.781 0.004
C 0.180 4.444 0.300
C 0.078 3.470 -0.688
C -0.177 3.872 -1.998
C -0.361 5.205 -2.309
C 0.184 2.022 -0.394
C -1.279 0.018 0.072
H -3.712 7.144 -0.198
H -2.657 6.044 -1.115
H -3.961 6.940 -1.929
H 0.052 6.538 0.772
H 0.396 4.148 1.315
H -0.232 3.119 -2.768
H -0.560 5.514 -3.326
N 0.052 -3.236 -0.960
C 0.231 -4.583 -0.730
C -0.508 -5.541 -1.432
C -0.283 -6.888 -1.223
C 0.677 -7.301 -0.322
C 1.423 -6.371 0.370
C 1.210 -5.019 0.166
S 0.844 -9.061 0.038
O 0.776 -9.744 -1.256
O -0.304 -9.341 0.908
O 2.134 -9.217 0.720
H -0.833 -2.993 -1.389
H 0.253 -2.606 -0.146
H -1.262 -5.205 -2.130
H -0.842 -7.647 -1.749
H 2.169 -6.731 1.064
H 1.793 -4.272 0.700

Atomic forces in eV per Å
Pd -0.25 2.04 0.03
O -0.02 0.21 -0.25
C 0.09 0.03 0.35
C -0.08 -0.02 -0.02
C -0.06 0.02 0.09
C 0.64 -0.15 -0.04
N -0.73 -0.36 0.27
C -0.24 0.13 -0.08
C 0.29 -0.06 0.06
C -0.13 -0.36 0.37
C -0.51 0.10 -0.02
C 0.12 0.41 0.28
C -0.10 -0.04 -0.39
O 0.20 0.24 0.38
C 0.10 -0.21 -0.41
C -0.38 0.44 -0.16
N -0.46 -0.93 0.31
H 0.03 -0.03 -0.06
H 0.00 -0.17 -0.12
H -0.12 0.00 0.06
H -0.01 -0.09 -0.02
H -0.01 0.15 -0.08
H 0.06 0.04 0.02
H -0.06 0.15 0.01
H 0.10 0.02 -0.01
H -0.02 -0.17 0.05
H -0.06 -0.07 -0.02
H 0.04 -0.11 -0.12
H -0.03 0.00 -0.07
C -0.25 0.21 -0.33
N 0.18 0.26 -0.13
C -0.07 -0.18 0.15
C 0.18 -0.64 0.42
O -0.29 0.35 -0.32
H 0.04 0.00 -0.08
H 0.49 -0.06 1.40
H -0.03 -0.11 -0.04
H 0.13 -0.05 -0.05
H -0.03 -0.04 -0.06
H 0.01 -0.02 0.07
H 0.00 0.08 -0.01
C -0.21 -0.09 0.06
C 0.12 0.30 0.01
O 0.09 -0.47 -0.02
S 0.15 -0.13 0.06
C -0.03 0.70 -0.15
C -0.06 0.07 -0.09
C 0.02 0.06 0.02
C 0.03 -0.07 0.00
C 0.05 0.11 0.04
C 0.00 0.02 -0.05
C 0.21 -0.20 -0.10
C 0.78 0.13 -0.17
H -0.01 0.02 -0.01
H -0.11 0.03 0.01
H -0.01 0.01 0.01
H 0.02 0.06 0.08
H 0.02 -0.12 0.13
H -0.04 -0.12 -0.07
H -0.04 0.03 -0.07
N -0.04 0.08 -0.42
C 0.11 -0.11 0.00
C 0.05 0.00 0.10
C -0.08 0.13 -0.12
C 0.21 -0.88 0.24
C 0.11 0.06 0.08
C -0.02 0.14 0.02
S -0.02 -0.29 0.20
O -0.02 0.29 0.27
O 0.24 0.03 -0.23
O -0.29 0.23 -0.22
H 0.11 0.05 0.23
H 0.02 -1.03 -1.11
H -0.10 0.00 -0.09
H -0.12 -0.03 -0.11
H 0.07 0.01 0.05
H 0.03 -0.04 -0.02

The calculation puts the frontier orbital gap (spin up / spin down) at 4.513 / 4.494 eV. The value obtained for the largest force on an atom is 2.06 eV/Å. Its total charge is -2. As for the energy: -78107.8609 eV.

Löwdin population analysis, charges in e, atoms 1 to 8: atom 1 (Pd): 0.476, atom 2 (O): -0.073, atom 3 (C): -0.228, atom 4 (C): -0.228, atom 5 (C): -0.055, atom 6 (C): -0.162, atom 7 (N): 0.040, atom 8 (C): -0.218

(2)
Density functional theory data (ωB97M-V/def2-TZVPD) for C31H32N6PRuS2 as an isolated structure in a non-equilibrium geometry.

CARTESIAN COORDINATES (ANGSTROEM)
Ru 0.199 -1.269 -0.876
C -3.257 1.962 0.379
C -2.674 2.001 1.769
C -3.074 2.980 2.673
C -2.588 3.003 3.972
C -1.696 2.029 4.396
C -1.273 1.054 3.505
C -1.746 1.039 2.195
P -1.191 -0.234 1.006
C 0.298 -0.953 1.826
C 0.333 -2.329 2.098
C 1.455 -2.921 2.646
C 2.574 -2.151 2.917
C 2.555 -0.791 2.650
C 1.439 -0.170 2.102
C 1.500 1.319 1.880
C -2.428 -1.532 1.224
C -3.228 -1.643 2.361
C -4.044 -2.745 2.540
C -4.036 -3.763 1.589
C -3.261 -3.647 0.453
C -2.489 -2.501 0.213
C -1.807 -2.334 -1.057
H -3.969 2.772 0.231
H -3.775 1.016 0.203
H -2.476 2.051 -0.379
H -3.782 3.735 2.352
H -2.912 3.777 4.656
H -1.327 2.029 5.413
H -0.580 0.289 3.834
H -0.547 -2.931 1.920
H 1.464 -3.986 2.838
H 3.465 -2.611 3.324
H 3.432 -0.189 2.862
H 2.478 1.606 1.493
H 1.353 1.847 2.826
H 0.732 1.673 1.198
H -3.192 -0.876 3.125
H -4.665 -2.824 3.423
H -4.647 -4.644 1.737
H -3.267 -4.431 -0.296
H -1.860 -1.355 -1.519
H -1.874 -3.143 -1.769
S 0.386 -2.206 -3.156
C 1.935 -2.973 -3.184
C 2.379 -3.457 -4.465
N 2.718 -3.799 -5.509
C 2.687 -3.122 -2.092
S 2.206 -2.490 -0.549
C 3.923 -3.854 -2.130
N 4.906 -4.453 -2.129
C 2.205 0.894 -1.625
N 2.874 2.140 -1.984
C 2.942 2.207 -3.448
N 1.606 2.169 -4.047
C 0.947 0.928 -3.655
N 0.822 0.811 -2.179
C 0.072 1.998 -1.706
N 0.716 3.254 -2.069
C 2.068 3.262 -1.500
C 0.840 3.303 -3.531
H 2.155 0.815 -0.542
H 2.781 0.054 -2.012
H 3.523 1.360 -3.815
H 3.443 3.129 -3.744
H 1.514 0.079 -4.025
H -0.050 0.893 -4.096
H -0.023 1.947 -0.626
H -0.926 1.969 -2.149
H 1.998 3.207 -0.413
H 2.560 4.198 -1.770
H 1.342 4.230 -3.810
H -0.157 3.294 -3.976

Atomic forces in eV per Å
Ru 0.55 -2.05 -1.65
C 0.05 0.00 0.08
C 0.00 -0.04 -0.03
C -0.02 -0.01 0.00
C 0.00 -0.02 -0.01
C 0.01 -0.01 0.01
C -0.07 0.00 0.00
C 0.10 0.27 -0.21
P -0.03 -0.47 0.30
C 0.13 -0.06 -0.32
C -0.11 0.06 0.35
C 0.00 -0.04 0.04
C 0.02 0.03 -0.01
C 0.01 0.01 0.04
C 0.02 -0.03 -0.05
C -0.02 -0.06 0.15
C -0.05 0.21 0.03
C -0.06 0.01 0.03
C 0.01 0.00 -0.02
C 0.04 -0.01 0.00
C -0.10 -0.06 -0.13
C -0.21 -0.15 0.03
C 2.05 0.63 0.62
H 0.01 -0.01 0.01
H -0.02 0.02 -0.02
H -0.01 0.00 -0.01
H 0.01 -0.02 0.00
H 0.00 -0.01 -0.01
H 0.00 0.00 -0.02
H 0.02 0.04 -0.01
H 0.02 -0.02 -0.11
H -0.02 0.01 -0.01
H -0.01 0.03 0.00
H -0.01 -0.02 -0.01
H 0.01 0.01 0.00
H -0.03 0.00 -0.03
H 0.00 0.04 -0.01
H 0.01 0.01 -0.03
H 0.04 -0.01 0.00
H 0.01 -0.01 -0.01
H -0.05 0.01 0.02
H -0.98 0.37 -0.40
H 0.11 -0.04 0.00
S -0.38 0.53 1.21
C -0.27 -0.01 -0.77
C -0.09 0.02 0.05
N -0.04 0.00 0.08
C 0.74 -0.23 0.32
S -1.44 0.80 0.08
C -0.08 0.03 0.06
N -0.06 0.09 0.01
C 0.05 0.28 -0.20
N 0.01 -0.03 -0.01
C -0.07 -0.03 0.06
N -0.02 0.03 -0.02
C -0.04 0.02 -0.03
N 0.28 0.10 0.62
C 0.10 0.09 -0.17
N -0.03 0.01 -0.06
C -0.01 -0.06 -0.06
C 0.02 -0.09 0.05
H -0.01 -0.03 0.06
H -0.02 -0.06 0.01
H 0.01 -0.01 0.00
H -0.01 0.03 0.00
H 0.03 -0.02 0.00
H -0.03 -0.03 0.01
H -0.02 -0.02 0.07
H -0.02 -0.04 0.00
H -0.01 0.00 0.02
H 0.00 0.00 -0.01
H 0.00 0.02 -0.02
H -0.02 0.00 0.02

The calculation puts the frontier orbital gap (spin up / spin down) at 6.062 / 6.624 eV. Its spin multiplicity is 2. The value obtained for the largest force on an atom is 2.68 eV/Å. As for the energy: -75146.3103 eV.

Löwdin population analysis, charges in e, atoms 1 to 8: atom 1 (Ru): 0.603, atom 2 (C): -0.049, atom 3 (C): -0.267, atom 4 (C): -0.039, atom 5 (C): -0.070, atom 6 (C): -0.072, atom 7 (C): -0.097, atom 8 (C): -0.328

(3)
Density functional theory data (ωB97M-V/def2-TZVPD) for C31H32N8O8RuS3 as an isolated structure in a non-equilibrium geometry.

CARTESIAN COORDINATES (ANGSTROEM)
Ru -0.327 0.671 0.212
O 1.527 -1.096 -3.008
C 1.131 -0.135 -2.359
O 1.246 -0.064 -1.076
C 0.617 1.088 -3.077
C 1.078 1.340 -4.346
C 0.725 2.515 -5.020
C -0.025 3.492 -4.366
C -0.517 3.255 -3.088
C -0.303 1.988 -2.436
O -0.951 1.675 -1.396
N -1.176 4.295 -2.402
O -1.442 4.167 -1.202
O -1.432 5.330 -3.026
N 1.178 2.725 -6.341
O 0.874 3.775 -6.907
O 1.860 1.848 -6.874
H 1.722 0.620 -4.833
H -0.202 4.444 -4.841
N -1.990 4.143 2.056
C -0.722 4.644 1.895
C -0.166 5.885 2.138
C 1.182 6.041 1.845
C 1.947 4.997 1.325
C 1.402 3.749 1.088
C 0.054 3.577 1.383
N -0.748 2.492 1.235
C -1.978 2.852 1.597
C -3.066 1.953 1.492
C -4.407 2.126 1.813
S -5.311 0.713 1.378
C -3.823 -0.007 0.815
N -2.782 0.731 0.955
H -2.814 4.679 2.266
H -0.762 6.703 2.518
H 1.649 7.001 2.019
H 2.988 5.179 1.092
H 1.972 2.924 0.674
H -4.906 2.976 2.227
H -3.814 -0.989 0.386
S -1.264 -1.842 -0.289
C -0.838 -2.639 1.153
N -1.817 -3.313 1.786
C -1.653 -3.954 3.070
C -0.213 -4.448 3.185
C 0.721 -3.277 2.892
N 0.396 -2.697 1.609
H -2.737 -3.234 1.386
H -2.364 -4.782 3.137
H -1.870 -3.246 3.882
H -0.045 -5.242 2.456
H -0.025 -4.843 4.183
H 1.766 -3.589 2.850
H 0.620 -2.513 3.674
H 1.154 -2.141 1.171
N 0.403 0.115 1.812
C 0.573 0.353 3.079
C 1.725 1.037 3.563
C 1.876 1.309 4.898
C 0.920 0.903 5.823
C -0.202 0.209 5.384
C -0.381 -0.073 4.053
H 2.448 1.366 2.832
H 2.746 1.856 5.236
H 1.045 1.127 6.872
H -0.949 -0.101 6.104
H -1.273 -0.574 3.697
C 5.130 0.052 2.584
C 5.115 -0.494 1.171
S 3.379 -0.544 0.456
O 2.847 -1.788 1.056
C 3.987 -1.013 -1.214
C 4.406 0.231 -1.974
H 6.115 -0.077 3.032
H 4.399 -0.472 3.194
H 4.884 1.111 2.591
H 5.453 -1.528 1.156
H 5.733 0.106 0.507
H 3.136 -1.489 -1.700
H 4.793 -1.735 -1.102
H 3.699 1.035 -1.778
H 4.404 0.044 -3.045
H 5.401 0.574 -1.692

Atomic forces in eV per Å
Ru 0.42 -0.68 2.16
O 0.00 -0.05 -0.57
C 0.25 -0.28 0.64
O -0.19 0.32 -0.49
C 0.08 0.15 -0.20
C -0.12 -0.22 0.33
C -0.67 0.27 1.43
C 0.16 -0.13 -0.22
C 0.86 -1.16 -0.60
C -0.21 -0.12 -0.18
O -0.34 0.41 -1.15
N -0.81 1.36 0.98
O 0.14 0.30 -1.02
O 0.02 -0.39 0.23
N 0.52 0.26 -1.24
O 0.11 -0.37 0.13
O -0.35 0.47 0.23
H -0.07 -0.05 0.11
H -0.08 -0.03 -0.01
N -0.35 -0.45 -0.29
C 0.71 -0.36 -0.15
C 0.22 0.26 0.00
C -0.42 0.23 0.17
C 0.12 -0.33 -0.13
C 0.01 0.03 -0.01
C -0.18 0.91 0.43
N -1.43 -0.14 -0.20
C 2.43 0.87 0.08
C -2.67 -0.60 0.32
C 0.85 -0.63 -0.51
S 1.07 0.47 0.03
C -0.73 0.33 0.35
N 0.05 -0.05 -0.32
H 0.06 -0.05 0.00
H 0.02 0.10 0.05
H -0.01 0.02 -0.01
H 0.03 -0.03 0.01
H -0.03 0.02 0.02
H -0.06 0.29 0.16
H 0.19 -0.28 -0.15
S 0.04 -0.17 -0.36
C 0.07 0.12 -0.93
N -0.34 -0.24 0.51
C 0.13 -0.16 0.21
C -0.03 0.25 -0.02
C 0.03 -0.15 0.25
N -0.04 0.04 -0.03
H 0.19 0.09 -0.06
H 0.07 0.07 0.03
H 0.03 -0.11 0.00
H 0.01 -0.05 0.00
H 0.00 -0.01 0.02
H -0.08 0.01 0.06
H 0.11 -0.10 -0.01
H -0.42 -0.15 0.06
N 0.18 -0.56 -1.38
C -0.12 0.41 0.81
C -0.09 -0.01 -0.25
C -0.12 -0.04 0.14
C 0.02 0.02 0.43
C 0.23 0.08 0.18
C -0.15 0.02 -0.38
H 0.12 0.06 -0.06
H 0.11 0.04 0.01
H 0.02 0.02 0.10
H -0.09 -0.05 0.04
H -0.06 -0.06 -0.02
C -0.08 -0.08 -0.10
C -0.71 0.17 -0.09
S 2.04 0.20 -0.52
O -0.37 -0.79 0.49
C -0.32 0.23 0.35
C 0.06 0.01 0.00
H 0.04 0.02 0.05
H -0.06 -0.02 0.14
H -0.03 0.15 0.08
H -0.04 -0.13 -0.15
H 0.07 0.05 -0.14
H -0.04 0.03 0.11
H 0.08 -0.07 0.15
H -0.09 0.13 -0.07
H -0.01 -0.03 -0.08
H 0.05 0.05 0.02

The calculation puts the frontier orbital gap (spin up / spin down) at 5.319 / 5.191 eV. Its spin multiplicity is 2. The value obtained for the largest force on an atom is 2.75 eV/Å. Its total charge is -1. As for the energy: -96051.5312 eV.

Löwdin population analysis, charges in e, atoms 1 to 8: atom 1 (Ru): 1.136, atom 2 (O): 0.024, atom 3 (C): -0.626, atom 4 (O): -0.274, atom 5 (C): -0.032, atom 6 (C): 0.072, atom 7 (C): -0.164, atom 8 (C): 0.092

Among the records above, which one has the highest energy?
C31H32N6PRuS2